{"formula": "C3H2O3Rh", "method": "ωB97M-V with the def2-TZVPD basis set", "elements": ["O", "C", "O", "C", "C", "O", "H", "Rh", "H"], "xyz": [[-2.938, 2.253, 0.431], [-2.156, 1.473, 0.252], [1.283, 0.138, 0.546], [2.019, -0.731, -0.028], [1.395, -1.739, -0.822], [0.135, -1.649, -1.041], [2.006, -2.427, -1.421], [-0.511, -0.058, -0.166], [2.911, -1.171, 0.487]], "e_tot_ev": -12266.5856, "lumo_energy_ev": [-9.28, -15.06], "total_charge": 2, "homo_ev": [-20.195, -22.448], "s2": 8.763, "multiplicity": 6, "homo_lumo_gap_ha": [0.40111, 0.27155], "relative_energy_kj_mol": 14.4}


{"formula": "C3H2O3Sc", "method": "ωB97M-V with the def2-TZVPD basis set", "elements": ["O", "C", "O", "C", "C", "O", "H", "Sc", "H"], "xyz": [[-2.266, 0.300, 3.947], [-1.673, 0.084, 3.024], [0.300, 1.230, -0.115], [0.607, 0.863, -1.274], [0.750, -0.559, -1.553], [0.384, -1.362, -0.592], [0.598, -0.860, -2.600], [-0.472, -0.391, 0.945], [1.771, 0.695, -1.782]], "e_tot_ev": -29963.8501, "lumo_energy_ev": [-11.83, -11.87], "total_charge": 2, "homo_ev": [-19.081, -19.733], "s2": 0.758, "multiplicity": 2, "homo_lumo_gap_ha": [0.26634, 0.28905], "relative_energy_kj_mol": 83.8}


{"formula": "C3H2O3Sm", "method": "ωB97M-V with the def2-TZVPD basis set", "elements": ["O", "C", "C", "O", "Sm", "H", "C", "O", "H"], "xyz": [[2.210, -0.368, 0.069], [1.068, -0.982, -0.054], [-0.074, -0.257, 0.052], [-0.024, 1.225, 0.031], [2.271, 1.838, 0.112], [1.034, -2.062, -0.233], [-1.215, 0.379, -0.399], [-2.436, 0.525, 0.049], [-2.834, -0.298, 0.375]], "e_tot_ev": -27167.6985, "lumo_energy_ev": [-11.26, -10.55], "total_charge": 2, "homo_ev": [-17.325, -18.717], "s2": 12.259, "multiplicity": 7, "homo_lumo_gap_ha": [0.22293, 0.30022], "relative_energy_kj_mol": 327.8}


{"formula": "C3H2O4", "method": "ωB97M-V with the def2-TZVPD basis set", "elements": ["C", "C", "O", "C", "O", "O", "O", "H", "H"], "xyz": [[-1.042, 0.689, 0.077], [-1.060, -0.638, 0.001], [0.215, -1.152, -0.120], [1.046, 0.057, -0.070], [0.263, 1.149, -0.100], [2.222, -0.060, -0.724], [2.140, 0.084, 0.736], [-1.886, 1.279, 0.281], [-1.898, -1.406, -0.081]], "e_tot_ev": -11328.4521, "lumo_energy_ev": 0.88, "homo_ev": -9.449, "multiplicity": 1, "smiles": "C1=COC2(O1)OO2", "homo_lumo_gap_ha": 0.37972, "relative_energy_kj_mol": 451.2}


{"formula": "C3H2O4", "method": "ωB97M-V with the def2-TZVPD basis set", "elements": ["O", "C", "O", "C", "O", "C", "O", "H", "H"], "xyz": [[0.832, 2.335, -0.054], [0.497, 1.227, -0.088], [0.186, 0.313, -1.083], [-0.348, -0.927, -0.737], [-0.252, -0.882, 0.663], [0.143, 0.255, 1.145], [0.329, 0.396, 2.314], [0.124, -1.917, -1.080], [-1.511, -0.801, -1.081]], "e_tot_ev": -11331.9208, "lumo_energy_ev": 0.18, "homo_ev": -10.559, "multiplicity": 1, "smiles": "O=C1OCOC1=O", "homo_lumo_gap_ha": 0.39459, "relative_energy_kj_mol": 116.6}


{"formula": "C3H2OS", "method": "ωB97M-V with the def2-TZVPD basis set", "elements": ["C", "C", "C", "O", "S", "H", "H"], "xyz": [[-0.475, 0.223, 0.008], [0.721, -0.122, -0.419], [1.948, -0.308, -0.304], [4.255, 0.818, 0.094], [3.661, -0.480, 0.026], [-1.353, 0.204, -0.556], [-1.145, -0.635, 0.685]], "e_tot_ev": -16019.5851, "lumo_energy_ev": [0.60, -2.13], "homo_ev": [-8.386, -10.156], "s2": 2.031, "multiplicity": 3, "homo_lumo_gap_ha": [0.33009, 0.29482], "relative_energy_kj_mol": 96.2}